Molecular formula: C6H13O4P
Method: DFT, ωB97M-V/def2-TZVPD

Its SMILES is C=C[C@@H](OC)P(=O)(OC)OC. The calculation puts the orbital gap at 10.14 eV. The value obtained for the energy above the lowest of the compared OMol25 structures with the same formula, charge and spin is 337.16 kJ/mol. Its spin multiplicity is 1. As for the HOMO energy: -9.387 eV. The value obtained for the calculated total energy is -878.677692 Eh.

Last column: Mulliken charge in e.
Positions of all 24 atoms, in Å:
C: 0.178 2.143 -2.439  -0.787
C: 0.120 1.757 -1.135  -0.137
C: 0.484 0.553 -0.367  -0.091
O: 0.987 0.773 0.961  -0.287
C: 2.309 1.239 0.943  -0.732
P: -1.322 -0.453 -0.093  1.118
O: -2.445 0.444 -0.197  -0.740
O: -1.342 -1.612 -1.116  -0.305
C: -0.337 -2.651 -0.978  -0.631
O: -1.183 -1.409 1.229  -0.348
C: -1.450 -0.794 2.501  -0.771
H: -0.215 3.064 -2.870  0.266
H: 0.619 1.457 -3.142  0.231
H: -0.460 2.401 -0.557  0.322
H: 1.119 -0.104 -1.040  0.372
H: 2.297 2.214 1.648  0.190
H: 2.417 1.406 -0.109  0.388
H: 2.951 0.531 1.316  0.255
H: -0.488 -3.313 -0.115  0.255
H: 0.610 -2.203 -0.739  0.304
H: -0.250 -3.175 -2.061  0.228
H: -1.973 -1.530 3.011  0.304
H: -2.166 -0.031 2.322  0.399
H: -0.460 -0.707 3.028  0.197

***

Molecular formula: C22H42Cl3N4O4SiSr
Method: DFT, ωB97M-V/def2-TZVPD

The calculation puts the orbital gap at 6.46 eV. The value obtained for the energy above the lowest of the compared OMol25 structures with the same formula, charge and spin is 0.00 kJ/mol. Its spin multiplicity is 1. As for the HOMO energy: -4.297 eV. Its charge is -1. The value obtained for the calculated total energy is -3084.629677 Eh.

Last column: Mulliken charge in e.
Positions of all 77 atoms, in Å:
C: -1.566 -2.291 -3.554  -1.367
C: -1.127 -3.349 -2.578  0.224
H: -1.375 -2.577 -4.594  0.406
H: -1.051 -1.339 -3.337  0.086
H: -2.649 -2.099 -3.451  0.293
C: -0.666 -4.564 -2.902  0.161
C: -0.442 -5.033 -4.294  -1.397
H: -0.462 -5.288 -2.114  0.360
H: -0.678 -4.272 -5.040  0.349
H: -1.064 -5.909 -4.498  0.281
H: 0.597 -5.339 -4.451  0.261
Sr: -0.234 0.187 -0.100  1.287
Cl: -3.008 -0.025 0.053  -0.779
Cl: 0.141 1.560 -2.536  -0.813
H: 0.661 5.091 3.404  0.300
H: -1.522 5.800 2.035  0.309
C: 1.058 4.761 2.435  -0.897
C: -0.989 5.418 1.154  -0.863
N: -0.030 4.388 1.535  0.190
H: 1.695 3.890 2.583  0.221
C: -0.179 3.133 1.108  0.542
O: 0.583 2.173 1.395  -0.832
H: -1.710 4.956 0.474  0.255
H: -1.054 2.977 0.439  0.140
H: 1.646 5.578 1.999  0.307
H: -0.487 6.245 0.636  0.309
H: 1.524 -1.591 -3.258  0.158
H: 2.355 -3.767 -2.075  0.175
C: 2.371 -1.046 -2.820  -0.726
C: 3.230 -3.144 -1.839  -0.830
N: 2.832 -1.761 -1.636  0.406
H: 2.051 -0.023 -2.578  0.205
C: 2.905 -1.212 -0.413  0.060
O: 2.356 -0.150 -0.066  -0.667
H: 3.704 -3.509 -0.921  0.279
H: 3.498 -1.815 0.308  0.251
H: 3.189 -1.030 -3.557  0.318
H: 3.945 -3.201 -2.669  0.343
O: -0.059 -2.013 -1.030  -0.250
C: -1.089 -2.868 -1.126  -0.222
C: 0.126 -4.294 0.624  0.383
C: -1.066 -3.925 0.001  -0.031
H: 1.057 -3.804 0.332  0.159
C: 0.104 -5.255 1.640  -0.711
H: -2.052 -2.328 -0.994  0.171
C: -2.287 -4.430 0.455  -0.358
H: 1.039 -5.549 2.120  0.376
C: -1.109 -5.837 2.026  -0.397
C: -2.313 -5.422 1.443  -0.631
H: -3.199 -4.027 0.012  0.419
H: -1.122 -6.625 2.782  0.331
H: -3.268 -5.852 1.744  0.367
Si: -0.406 4.772 -5.607  0.509
Cl: -0.647 3.281 -7.025  -0.348
C: 1.422 4.784 -5.191  -0.856
C: -1.532 4.320 -4.187  -0.553
C: -0.939 6.398 -6.396  -0.941
H: 1.714 3.805 -4.790  0.234
H: 1.649 5.550 -4.437  0.306
H: 2.020 4.993 -6.089  0.266
H: -0.326 6.637 -7.275  0.257
H: -0.847 7.228 -5.682  0.320
H: -1.988 6.344 -6.719  0.249
H: -1.252 3.348 -3.748  -0.010
H: -2.570 4.276 -4.544  0.275
H: -1.473 5.080 -3.396  0.232
C: -0.359 -2.793 4.418  -0.784
N: 0.701 -1.845 4.202  -0.244
C: 0.868 -1.137 3.048  0.439
N: 2.001 -0.379 3.014  -0.310
O: 0.055 -1.177 2.102  -0.303
H: -1.012 -2.831 3.538  0.228
H: -0.940 -2.509 5.304  0.290
H: 0.054 -3.793 4.603  0.290
H: 1.395 -1.717 4.927  0.167
H: 2.234 0.119 2.161  0.221
H: 2.569 -0.279 3.838  0.156

***

Molecular formula: C17H43FIN16O8
Method: DFT, ωB97M-V/def2-TZVPD

The calculation puts the orbital gap at 8.42 eV. Its spin multiplicity is 1. As for the HOMO energy: -11.154 eV. Its charge is +1. The value obtained for the calculated total energy is -2549.176477 Eh.

Last column: Mulliken charge in e.
Positions of all 86 atoms, in Å:
C: -4.737 -0.799 0.375  -0.878
C: -3.477 -0.388 0.277  0.585
N: -2.636 -0.565 -0.851  0.395
C: -2.939 -1.062 -2.058  0.008
O: -4.103 -1.507 -2.459  -0.451
C: -4.384 -2.937 -2.337  -0.380
C: -3.217 -3.814 -1.962  -0.925
N: -1.860 -0.991 -2.848  0.040
C: -0.816 -0.462 -2.109  0.610
F: 0.374 -0.287 -2.621  -0.224
C: -1.288 -0.205 -0.869  -0.125
C: -0.433 0.367 0.219  -0.850
C: -0.351 -0.391 1.566  -0.338
C: 1.084 -0.334 2.110  -1.606
I: -0.802 -2.511 1.353  0.098
H: -5.387 -0.251 1.038  0.161
H: -5.109 -1.664 -0.146  0.001
H: -2.996 0.080 1.121  0.257
H: -5.205 -3.107 -1.646  0.343
H: -4.737 -3.245 -3.316  0.354
H: -2.828 -3.630 -0.962  0.150
H: -3.561 -4.844 -2.009  0.451
H: -2.383 -3.747 -2.657  0.319
H: -1.905 -1.319 -3.801  0.302
H: -0.677 1.414 0.393  0.383
H: 0.582 0.356 -0.173  0.266
H: -1.032 0.060 2.278  0.728
H: 1.033 -0.584 3.163  0.423
H: 1.562 0.620 1.915  0.404
H: 1.609 -1.151 1.625  0.509
C: 4.447 2.427 1.461  0.597
O: 3.961 1.323 1.681  -0.662
N: 5.469 2.931 2.213  -0.390
N: 4.013 3.241 0.460  -0.198
H: 5.879 3.831 2.054  0.169
H: 5.816 2.359 2.959  0.217
H: 3.263 2.908 -0.114  0.119
H: 4.394 4.155 0.275  0.095
C: -0.826 -6.252 4.368  0.618
O: -0.872 -7.174 5.157  -0.639
N: -0.498 -4.976 4.740  -0.261
N: -1.098 -6.414 3.033  -0.294
H: -0.456 -4.204 4.102  0.071
H: -0.290 -4.823 5.708  0.165
H: -1.341 -7.336 2.725  0.191
H: -1.063 -5.667 2.367  0.087
C: 3.644 2.111 -3.906  0.536
O: 3.311 3.214 -3.484  -0.677
N: 3.026 0.962 -3.496  -0.193
N: 4.633 1.934 -4.813  -0.285
H: 3.272 0.053 -3.843  0.146
H: 2.296 1.053 -2.820  0.124
H: 5.100 2.755 -5.149  0.202
H: 4.913 1.028 -5.153  0.206
C: 0.069 0.459 6.121  0.632
O: -0.215 0.178 4.965  -0.621
N: -0.309 -0.321 7.175  -0.402
N: 0.787 1.573 6.443  -0.380
H: -0.086 -0.111 8.129  0.163
H: -0.839 -1.146 6.969  0.215
H: 1.081 2.164 5.688  0.216
H: 1.032 1.823 7.382  0.167
C: 3.180 6.500 -1.034  0.666
O: 3.831 6.501 0.003  -0.659
N: 3.500 5.724 -2.103  -0.271
N: 2.067 7.281 -1.186  -0.400
H: 2.971 5.696 -2.953  0.164
H: 4.307 5.135 -2.029  0.194
H: 1.806 7.864 -0.414  0.221
H: 1.515 7.301 -2.022  0.160
C: -8.042 0.640 2.217  0.689
O: -7.533 -0.471 2.208  -0.643
N: -8.546 1.225 1.088  -0.383
N: -8.148 1.383 3.357  -0.400
H: -8.970 2.132 1.075  0.166
H: -8.492 0.700 0.236  0.213
H: -7.792 0.978 4.202  0.222
H: -8.565 2.293 3.390  0.164
C: 4.964 -1.795 -6.594  0.675
O: 4.574 -0.697 -6.213  -0.689
N: 4.433 -2.961 -6.126  -0.373
N: 5.955 -1.930 -7.515  -0.407
H: 4.738 -3.868 -6.425  0.171
H: 3.700 -2.894 -5.447  0.189
H: 6.364 -1.089 -7.878  0.217
H: 6.291 -2.815 -7.843  0.167

***

Molecular formula: C9H10
Method: DFT, ωB97M-V/def2-TZVPD

The calculation puts the orbital gap at 9.11 eV. The value obtained for the energy above the lowest of the compared OMol25 structures with the same formula, charge and spin is 271.94 kJ/mol. Its spin multiplicity is 1. As for the HOMO energy: -8.025 eV. The value obtained for the calculated total energy is -348.773273 Eh.

Last column: Mulliken charge in e.
Positions of all 19 atoms, in Å:
C: -0.489 1.935 -0.042  -0.467
C: -1.152 1.029 0.921  -0.601
C: -0.431 -0.052 1.023  0.180
C: -0.578 -1.467 1.105  -0.911
C: 0.100 -2.007 0.078  -0.639
C: 0.918 -1.098 -0.619  -0.193
C: 0.138 -0.048 -1.519  -0.911
C: 0.649 1.171 -0.762  -0.516
C: 0.908 0.152 0.269  0.042
H: -1.115 2.404 -0.839  0.334
H: 0.278 2.752 0.463  0.241
H: -2.147 1.259 1.433  0.327
H: -1.225 -1.881 1.783  0.547
H: 0.059 -2.984 -0.203  0.570
H: 1.805 -1.526 -1.240  0.403
H: -0.966 -0.084 -1.315  0.260
H: 0.133 -0.022 -2.641  0.446
H: 1.284 1.907 -1.367  0.457
H: 1.516 0.480 1.196  0.432

***

Which of these has the lowest calculated total energy? C22H42Cl3N4O4SiSr

***

Copy entry 4 word for word.
Molecular formula: C9H10
Method: DFT, ωB97M-V/def2-TZVPD

The calculation puts the orbital gap at 9.11 eV. The value obtained for the energy above the lowest of the compared OMol25 structures with the same formula, charge and spin is 271.94 kJ/mol. Its spin multiplicity is 1. As for the HOMO energy: -8.025 eV. The value obtained for the calculated total energy is -348.773273 Eh.

Last column: Mulliken charge in e.
Positions of all 19 atoms, in Å:
C: -0.489 1.935 -0.042  -0.467
C: -1.152 1.029 0.921  -0.601
C: -0.431 -0.052 1.023  0.180
C: -0.578 -1.467 1.105  -0.911
C: 0.100 -2.007 0.078  -0.639
C: 0.918 -1.098 -0.619  -0.193
C: 0.138 -0.048 -1.519  -0.911
C: 0.649 1.171 -0.762  -0.516
C: 0.908 0.152 0.269  0.042
H: -1.115 2.404 -0.839  0.334
H: 0.278 2.752 0.463  0.241
H: -2.147 1.259 1.433  0.327
H: -1.225 -1.881 1.783  0.547
H: 0.059 -2.984 -0.203  0.570
H: 1.805 -1.526 -1.240  0.403
H: -0.966 -0.084 -1.315  0.260
H: 0.133 -0.022 -2.641  0.446
H: 1.284 1.907 -1.367  0.457
H: 1.516 0.480 1.196  0.432

***

Please write out number 4 again, unchanged.
Molecular formula: C9H10
Method: DFT, ωB97M-V/def2-TZVPD

The calculation puts the orbital gap at 9.11 eV. The value obtained for the energy above the lowest of the compared OMol25 structures with the same formula, charge and spin is 271.94 kJ/mol. Its spin multiplicity is 1. As for the HOMO energy: -8.025 eV. The value obtained for the calculated total energy is -348.773273 Eh.

Last column: Mulliken charge in e.
Positions of all 19 atoms, in Å:
C: -0.489 1.935 -0.042  -0.467
C: -1.152 1.029 0.921  -0.601
C: -0.431 -0.052 1.023  0.180
C: -0.578 -1.467 1.105  -0.911
C: 0.100 -2.007 0.078  -0.639
C: 0.918 -1.098 -0.619  -0.193
C: 0.138 -0.048 -1.519  -0.911
C: 0.649 1.171 -0.762  -0.516
C: 0.908 0.152 0.269  0.042
H: -1.115 2.404 -0.839  0.334
H: 0.278 2.752 0.463  0.241
H: -2.147 1.259 1.433  0.327
H: -1.225 -1.881 1.783  0.547
H: 0.059 -2.984 -0.203  0.570
H: 1.805 -1.526 -1.240  0.403
H: -0.966 -0.084 -1.315  0.260
H: 0.133 -0.022 -2.641  0.446
H: 1.284 1.907 -1.367  0.457
H: 1.516 0.480 1.196  0.432

***

Number 1 is which compound? C6H13O4P